Record 1
The following is a DFT calculation (ωB97M-V/def2-TZVPD) of a structure of composition C16H22AsI2N2O6SSiTa.

Geometry (Å):
Ta  0.5037  0.7939  -0.3683
O  1.6327  4.8191  0.3999
As  1.7072  3.1266  0.5293
O  1.7615  2.2238  -0.9361
O  0.1571  2.4769  0.8512
C  3.4260  2.7101  1.2241
C  4.2816  3.7509  1.5248
C  5.6358  3.4761  1.7318
C  6.1151  2.1879  1.6159
C  5.2504  1.1309  1.3245
C  3.9117  1.3871  1.1187
S  2.8076  -0.0021  1.0648
O  1.5800  0.6138  1.6510
O  3.4202  -1.1067  1.6918
O  2.2636  -0.3313  -0.3274
H  0.7515  5.1738  0.2056
H  3.9142  4.7663  1.5869
H  6.3070  4.2866  1.9805
H  7.1647  1.9829  1.7754
H  5.6100  0.1108  1.2964
I  -0.7695  -1.4281  1.4276
C  -0.9369  -3.2559  0.3101
I  -0.5779  -3.0445  -1.7472
H  -1.9485  -3.6038  0.4789
H  -0.1991  -3.9171  0.7469
C  -3.0116  1.6927  1.0389
C  -2.7703  1.5514  -0.4268
C  -3.7407  1.8061  -1.3797
C  -3.4513  1.6308  -2.7277
C  -2.1972  1.2052  -3.1477
C  -1.2688  0.9485  -2.1625
N  -1.5643  1.1230  -0.8481
N  0.0611  0.5127  -2.2547
Si  0.9948  0.3863  -3.8314
C  2.7325  -0.0260  -3.3592
C  0.8428  2.0561  -4.6287
C  0.2170  -0.9661  -4.8338
H  -2.1027  1.9770  1.5659
H  -3.3710  0.7448  1.4463
H  -3.7783  2.4410  1.2274
H  -4.7187  2.1401  -1.0650
H  -4.2169  1.8308  -3.4661
H  -1.9576  1.0686  -4.1907
H  3.1940  0.7657  -2.7672
H  3.3169  -0.1361  -4.2762
H  2.8022  -0.9662  -2.8113
H  0.9018  2.8669  -3.9001
H  -0.0803  2.1681  -5.1987
H  1.6698  2.1903  -5.3301
H  0.4319  -1.9532  -4.4213
H  0.6486  -0.9430  -5.8382
H  -0.8637  -0.8678  -4.9453

Energy above the lowest of the compared OMol25 structures with the same formula, charge and spin   11.7 kcal per mole
Max |F|   0.0157 hartree/bohr
Orbital gap   7.3 eV
LUMO   -7.505 eV
Highest occupied orbital energy   -14.8 eV
Total charge   +2

---

Record 2
The following is a DFT calculation (ωB97M-V/def2-TZVPD) of a structure of composition C16H22BF6N5SV.

Geometry (Å):
V  0.1988  -0.4135  0.6617
C  3.9355  0.1459  2.8855
C  2.6229  -0.4006  2.3196
N  1.7682  0.5621  1.5634
C  1.4356  1.7111  2.4496
C  0.6988  2.8653  1.7730
C  2.4149  1.0590  0.3281
C  2.6254  -0.0827  -0.6492
N  1.4004  -0.8760  -0.6505
C  1.2657  -1.9011  -1.5590
C  -0.0189  -2.4036  -1.7767
F  -1.0312  -1.7958  -1.0704
C  -0.3230  -3.3983  -2.6726
F  -1.5958  -3.7895  -2.7955
C  0.6736  -3.9721  -3.4332
C  1.9591  -3.4976  -3.2553
F  2.9504  -4.0228  -3.9696
C  2.2607  -2.4959  -2.3479
F  3.5424  -2.1210  -2.2316
H  4.5696  -0.6997  3.1464
H  3.7825  0.7318  3.7901
H  4.4809  0.7583  2.1677
H  2.0145  -0.7769  3.1445
H  2.8401  -1.2429  1.6652
H  2.3587  2.1130  2.8722
H  0.8366  1.3115  3.2641
H  1.3820  3.5196  1.2333
H  0.2139  3.4691  2.5395
H  -0.0776  2.5236  1.0896
H  3.3601  1.5642  0.5392
H  1.7348  1.7810  -0.1258
H  3.4843  -0.6855  -0.3497
H  2.8428  0.3286  -1.6376
H  0.4611  -4.7544  -4.1469
F  -0.4808  -2.4228  2.6886
B  0.2572  -2.1886  1.5835
F  0.9598  -3.2582  1.1945
C  -1.4918  0.7278  5.3796
C  -2.3224  1.4618  4.3184
C  -2.3799  0.7164  3.0254
N  -1.4187  0.5572  2.1890
N  -1.7405  -0.1889  1.0953
C  -2.9805  -0.6267  1.1006
N  -3.5615  -1.3732  0.1579
S  -3.8538  -0.0586  2.4920
H  -1.5557  1.2568  6.3288
H  -0.4450  0.6717  5.0871
H  -1.8613  -0.2867  5.5291
H  -1.9044  2.4525  4.1350
H  -3.3389  1.6000  4.6857
H  -3.0196  -1.7630  -0.5973
H  -4.4798  -1.7461  0.3190

Max |F|   0.0474 hartree/bohr
Orbital gap (spin up / spin down)   7.9 / 8.4 eV
LUMO (spin up / spin down)   -2.964 / -2.821 eV
Spin multiplicity   3
Highest occupied orbital energy (spin up / spin down)   -10.9 / -11.2 eV
Total charge   +1

---

Record 3
The following is a DFT calculation (ωB97M-V/def2-TZVPD) of the ion C16H22BN3O4P with charge +1.

Geometry (Å):
C  2.1111  -3.3930  2.0086
C  1.8495  -2.2534  1.0004
C  2.4766  -2.5385  -0.3686
C  1.8848  -1.6826  -1.5364
C  1.4408  -0.3348  -1.0296
C  2.4475  0.5838  -0.7704
N  2.2089  1.8164  -0.3087
B  3.4200  2.7476  -0.0932
N  3.9835  2.8913  1.2472
O  3.9128  3.3713  -1.1738
C  0.9469  2.1912  -0.0551
C  -0.1279  1.3467  -0.2774
C  -1.4952  1.8895  0.0302
C  -1.9244  2.9887  -0.6878
C  -3.1920  3.4981  -0.4444
C  -3.9201  2.8691  0.5488
C  -3.3651  1.7998  1.2262
N  -2.1684  1.2612  0.9969
C  0.1141  0.0595  -0.7928
C  -0.9751  -0.9184  -1.1450
O  -0.9308  -1.4278  -2.2254
O  -1.9317  -1.1533  -0.2665
P  -3.0835  -2.3082  -0.7849
C  -4.1897  -2.3499  0.6586
O  -4.0186  -1.5299  -1.8815
H  2.3640  -4.3294  1.5219
H  2.8834  -3.0924  2.7096
H  1.2190  -3.5739  2.6034
H  0.7689  -2.1947  0.8674
H  2.2424  -1.3363  1.4321
H  2.3191  -3.5849  -0.6088
H  3.5454  -2.3390  -0.3070
H  2.7087  -1.4901  -2.2199
H  1.1078  -2.2119  -2.0613
H  3.4768  0.3079  -0.9503
H  4.3244  1.9806  1.5520
H  3.2323  3.1531  1.8837
H  4.8556  3.1951  -1.2890
H  0.7702  3.1827  0.3329
H  -1.2869  3.4309  -1.4385
H  -3.5970  4.3448  -0.9728
H  -4.9128  3.2034  0.8023
H  -3.9429  1.3461  2.0214
H  -3.6319  -2.6138  1.5520
H  -4.8900  -3.1467  0.4212
H  -4.7777  -1.4426  0.7928
H  -4.2530  -2.2132  -2.5205

Max |F|   0.0334 hartree/bohr
Orbital gap   7.2 eV
LUMO   -4.090 eV
Highest occupied orbital energy   -11.3 eV
Total charge   +1